Computed, not measured: 11 unconnected molecules or ions with the total composition C13H50B3N21O14, with ωB97M-V with the def2-TZVPD basis set.

XYZ file:
```
101
Properties=species:S:1:pos:R:3:forces:R:3
H -0.0331 4.1191 1.8811 1.3 -1.2 0.6
N -8.9273 -5.5150 1.1472 -0.4 -0.3 0.7
H -1.3632 -10.0640 2.2237 0.1 0.0 -0.1
H -1.7641 -5.4931 -5.0752 0.0 -0.1 0.1
H 4.1749 -2.3965 -0.3530 0.0 0.0 0.2
C -0.9431 9.4304 -1.6294 0.0 -0.2 -0.1
H 0.7222 -5.5961 0.4046 -0.2 0.1 -0.1
H -1.9335 -3.7275 -3.5664 0.0 -0.1 0.1
H 4.1724 8.0885 -0.9987 0.0 -0.1 -0.2
H 7.6876 6.5180 -5.6781 0.0 0.1 0.1
N -2.0333 -4.4011 -2.8284 -0.2 0.6 0.3
N 1.2624 -0.3096 5.4854 0.4 0.1 1.1
H -0.5844 6.2877 -1.4923 -0.9 0.2 -0.3
H 5.5671 7.0664 -1.1264 -0.2 0.2 -0.2
C 3.9282 -2.7813 1.6783 -0.4 0.1 -0.4
H -8.7916 -5.7722 2.1124 -0.1 0.0 -0.2
N -8.0822 -4.7254 -0.8145 0.2 0.3 -0.8
H 2.5422 -2.5476 0.2213 -0.1 -0.2 0.0
N 2.4891 6.2738 -1.3811 -0.9 -0.3 0.0
H 5.9476 5.2794 -4.7844 0.0 0.1 0.1
H 3.7128 3.8776 0.6828 -0.5 -0.8 1.0
H -2.2573 8.0695 -2.3439 0.0 0.1 0.1
H 1.8003 3.0225 -2.6401 -0.2 -0.1 -0.2
O -0.3838 3.8680 -2.6512 1.5 -0.6 3.4
C -3.4286 -5.2569 2.5969 -0.5 0.1 0.3
H 1.9501 -1.0401 5.5349 -0.1 0.1 -0.1
C -2.0238 -5.7378 -3.0202 0.0 0.0 0.4
H 0.0587 1.2751 1.6834 0.8 1.4 -0.7
H 5.5977 -2.9413 2.8088 -0.1 0.0 -0.3
H -5.3695 -5.0688 2.0424 0.0 0.0 0.3
B -1.0729 4.3131 -1.4248 -0.6 0.2 -0.7
N -1.8106 -8.9574 0.0156 -0.5 0.2 -0.5
H 5.9369 -2.6197 1.1392 -0.1 0.0 0.1
N -2.6471 -5.3454 3.6965 1.0 -0.2 0.4
H 1.4004 -1.6448 3.3710 0.1 -0.1 -0.2
O -6.7467 -4.9486 0.9908 -0.2 0.1 -0.2
N 7.5251 7.2151 -4.9739 0.9 0.4 -0.6
O -1.3002 3.4205 -0.2863 2.7 0.5 -2.2
C -0.3377 -3.8837 0.2563 0.1 -0.4 0.1
C -7.8490 -5.0562 0.4741 0.1 0.0 0.0
H 2.1014 5.1044 1.2429 -0.2 -1.4 1.1
O 0.6278 -3.1328 0.1989 0.3 0.5 -0.1
H -2.6334 -9.0154 0.5884 0.1 0.1 0.0
H 2.0561 7.1704 -1.2366 0.0 0.0 -0.1
O 4.3238 4.9654 -1.5444 0.1 -0.5 -0.1
H -1.6531 -5.4335 3.5490 -0.2 0.1 0.1
C 3.8249 6.0699 -1.3670 0.0 0.6 0.4
H -7.3002 -4.3793 -1.3489 -0.2 -0.1 0.1
C 2.1944 4.1854 1.9351 0.2 0.6 0.5
C 0.4950 -0.0715 4.3970 -0.2 0.0 -0.5
C -0.5986 -9.4223 0.3911 0.2 0.2 -0.6
N -0.2135 -5.2223 0.3692 0.6 -0.6 0.1
H -1.7446 -2.4393 0.1248 0.1 -0.2 0.1
H 2.4945 4.5697 2.9858 -0.5 -0.4 -1.7
N 5.8143 5.9979 -4.0958 -0.6 -0.3 0.1
H 5.0873 5.8833 -3.4061 0.2 -0.3 0.0
O 0.2079 1.7823 -1.4554 0.8 3.9 0.4
H 0.1707 -0.7580 2.5271 0.2 -0.2 0.2
C 6.5618 7.1209 -4.0286 -0.2 0.1 0.2
C 0.8197 3.3723 2.1198 0.0 0.3 -0.3
O 0.3898 -9.3404 -0.3218 0.1 0.0 0.1
N 4.5648 7.1755 -1.1434 0.4 -0.1 0.5
H 1.9039 5.4702 -1.5473 0.1 0.2 -0.1
N -1.6120 -3.4354 0.2105 -0.8 1.0 -0.8
H -2.1459 -4.0779 -1.8782 0.2 0.1 -0.1
B -0.1992 2.4687 -0.2159 -0.4 -1.1 -0.1
C 0.6442 2.1135 1.1345 -0.6 -0.2 -0.1
H -1.8541 -7.1212 -4.4853 0.0 0.3 0.0
H 0.7263 3.0666 3.2161 0.1 0.2 -1.6
N -1.8673 -6.1295 -4.3053 0.0 -0.7 -0.8
O 3.1347 -2.9748 2.5883 -0.1 0.0 0.5
H -2.4240 -4.0390 0.2586 0.3 0.0 0.5
H -3.0005 -5.3263 4.6360 0.0 0.0 -0.1
H -9.8408 -5.6110 0.7413 0.1 0.0 0.0
N 3.5372 -2.5560 0.4061 -0.4 0.2 -0.5
H 0.3237 -10.3451 1.9371 -0.2 0.1 -0.1
H 8.1059 8.0387 -4.9575 -0.1 -0.2 0.0
H -8.9790 -4.8058 -1.2591 0.1 0.0 0.1
H 0.0104 11.0170 -0.8166 -0.2 -0.1 0.0
O -2.9685 -5.2818 1.4632 -0.2 -0.5 -0.1
N -1.4832 5.7763 -1.4249 1.0 -2.2 1.2
N -0.9003 10.6438 -1.0344 0.4 0.8 0.4
O 3.3096 3.3885 1.4470 -0.4 1.0 -0.7
H -5.1442 -5.1148 3.7670 0.2 0.0 -0.1
O 6.3881 7.9870 -3.1822 0.2 0.1 -0.1
B 0.6648 2.8918 -2.3023 -3.2 -0.9 0.4
O -2.1464 -6.5310 -2.0991 -0.1 -0.3 0.1
O 0.0647 8.7943 -1.9003 0.3 -0.2 0.1
H -0.9954 -5.8533 0.4168 -0.1 0.1 0.0
H 1.1250 0.2889 6.2844 0.0 -0.2 -0.2
N 5.2676 -2.7766 1.8709 1.0 -0.1 0.6
H -1.7157 11.1823 -0.8031 0.1 -0.1 0.0
H -3.0260 9.4791 -1.6838 0.1 0.0 0.0
N -4.7502 -5.1381 2.8438 -0.3 0.0 -0.3
N -0.5637 -9.9865 1.6211 0.4 -0.5 1.0
N 0.7214 -0.9020 3.3586 -0.2 -0.3 -0.5
H -1.9180 6.0237 -0.5172 0.5 -0.1 -0.8
O -0.3357 0.8249 4.3571 -0.2 0.3 0.1
N -2.1856 8.9738 -1.9002 -0.6 -0.5 -0.3
H 1.6224 1.6281 0.7904 -1.2 0.9 0.7
H -1.8782 -8.5278 -0.8960 0.0 0.2 0.1
```
Forces are in eV/Å.

The calculation puts the largest force on an atom at 0.07718 Eh/bohr. As for the energy: -76295.785 eV. Its total charge is 0. The HOMO energy is -8.9589 eV. The calculation puts the relative energy (zero: lowest compared OMol25 entry of this formula, charge and spin) at 192.6 kJ/mol.